No. 1
C24H74N7NbO9P as an isolated structure. Source: the OMol25 dataset; level of theory: ωB97M-V/def2-TZVPD.

```
116
Properties=species:S:1:pos:R:3:forces:R:3:lowdin_charge:R:1
C -3.514629 -1.044298 3.967302 0.0 0.2 -0.2 -0.205
H 0.388484 3.032801 -4.988661 0.0 0.0 0.0 0.072
H -4.199734 -3.023046 5.385639 0.0 0.0 0.0 0.084
O 6.975510 0.401447 -8.106988 0.0 0.1 0.1 -0.194
Nb 2.851550 2.094814 1.190122 4.4 1.6 -2.3 0.975
H 2.591078 3.056514 -6.819706 -0.1 0.0 0.0 0.088
N -2.073551 0.683694 5.037842 -0.3 -0.1 -0.2 0.062
C 0.049392 -3.505299 1.996840 0.1 0.0 -0.3 -0.421
C -4.155226 0.114420 6.168424 -0.2 0.1 0.0 -0.077
H -4.543360 -1.425844 3.894402 0.0 0.0 0.1 0.115
H 8.895819 -0.476849 -5.801646 0.0 0.0 -0.1 0.064
H 3.571220 2.962910 2.655899 -0.4 -0.2 0.5 -0.172
O -1.460180 -3.199788 0.034784 -0.1 -0.3 0.0 -0.178
O 0.852789 0.101748 3.254306 -1.9 0.8 -1.6 -0.307
H -1.602742 7.797741 2.126707 0.0 0.1 -0.1 0.078
H -4.778851 5.617221 2.087590 0.0 0.0 0.1 0.119
C -3.115705 -2.887729 5.433363 0.3 0.0 0.0 -0.114
H 4.016500 2.049126 -7.137589 0.0 0.0 0.0 0.076
H 3.543432 0.549234 1.910070 -0.2 0.0 0.5 -0.146
H -4.305485 6.700461 0.783653 0.1 0.0 -0.1 0.116
C 3.211807 2.246343 -6.426391 0.3 -0.2 0.1 -0.115
H 1.602937 3.352639 -2.755387 0.1 0.1 0.0 0.132
H 2.195740 1.204125 -0.255162 -0.7 -0.5 0.2 -0.139
H -2.990232 8.433432 1.191850 0.0 0.0 -0.1 0.087
C 6.348450 -0.321788 -7.060918 0.0 -0.1 -0.2 -0.104
H -5.506024 -4.157983 2.717525 -0.1 -0.1 0.0 0.071
N -2.279109 4.386682 2.329767 -0.4 0.1 0.0 0.050
H -1.642900 0.857134 4.133964 0.1 0.3 0.1 0.036
C 0.650415 -4.888595 1.761707 0.0 -0.2 0.1 -0.076
H -5.059825 -7.018038 1.142261 0.0 0.1 0.0 0.118
H 10.203180 0.617787 -5.397160 0.0 0.0 -0.1 0.074
H -1.801703 -2.437094 1.860618 0.0 0.0 0.0 0.111
P 0.690693 1.587464 2.459679 -0.3 0.4 0.3 0.318
C 3.011760 3.409130 -4.349038 0.0 0.1 0.3 -0.201
H -3.966412 1.014414 4.252391 0.0 0.0 -0.1 0.130
C 9.149444 1.188029 -7.192599 -0.1 -0.3 0.1 -0.433
H -2.643154 -3.866339 5.341475 0.0 0.0 0.0 0.084
H -5.128354 -0.373680 6.064232 0.0 0.0 0.0 0.072
H 7.819995 2.160078 -8.564852 0.0 0.0 0.0 0.119
H -3.199493 -0.783588 2.953670 0.1 0.0 0.0 0.118
H 2.560042 4.221932 -4.934446 -0.1 -0.1 -0.1 0.116
H -3.567405 -0.448911 6.892420 0.1 0.0 0.0 0.062
C 0.734751 2.226732 -4.335471 -0.2 0.1 0.0 -0.075
N 0.966923 -2.492009 1.475458 -0.4 -0.1 -0.1 0.063
C -5.399379 -7.091100 2.183067 0.1 -0.2 0.1 -0.208
H -3.469389 4.313993 0.626216 -0.1 0.0 0.0 0.134
C -2.655830 8.082023 2.172164 0.1 0.0 0.3 -0.109
H 8.534030 1.108209 -5.110421 0.0 0.0 0.0 0.082
C -2.909189 5.063799 1.193757 0.2 0.2 0.1 -0.427
H 0.898975 -2.503724 0.461726 0.1 -0.1 -0.1 0.072
H -1.910592 5.104622 2.947985 0.2 0.0 0.0 0.081
H -0.020596 -3.360404 3.078931 -0.1 0.1 0.0 0.134
O -0.663800 1.438020 1.480525 0.7 -2.1 1.5 -0.292
H -0.084611 1.962846 -3.666522 0.1 0.0 0.0 0.074
O 3.806884 2.587342 -5.191062 -0.1 0.1 -0.2 -0.199
H 1.518060 -5.033872 2.406026 0.0 0.1 0.0 0.072
H -2.996585 3.928066 2.884747 0.1 -0.1 0.0 0.080
O -6.808905 -6.963892 2.249545 0.1 0.1 -0.2 -0.192
H -2.831287 -2.468953 6.401936 -0.1 0.0 0.1 0.076
H -0.431209 3.224245 3.280917 -0.1 0.2 0.1 -0.090
H -1.548446 -0.105098 5.402538 0.1 0.0 0.1 0.069
H 6.025664 0.336848 -6.250142 0.1 0.0 0.0 0.088
H 3.713156 3.871709 -3.651555 0.0 -0.1 0.0 0.124
O -3.451989 7.010600 2.643954 -0.1 0.1 -0.2 -0.189
C 7.730608 1.521306 -7.681875 0.1 0.2 -0.1 -0.210
H -1.916801 -4.246676 -1.642459 0.0 0.0 0.0 0.083
N 9.859905 0.307658 -8.126937 -0.1 0.2 -0.1 0.034
H -5.186590 -8.110804 2.515117 -0.1 0.0 0.0 0.120
H -2.233464 6.255900 -0.494209 0.0 0.0 0.0 0.076
H -8.376613 -6.197635 1.207633 0.0 -0.1 0.0 0.085
H 0.623948 -1.570812 1.733821 0.3 0.0 0.2 0.039
H -2.021934 -4.180655 1.769834 0.1 0.0 -0.1 0.091
H -6.156863 -5.937908 4.393807 0.0 0.1 0.0 0.068
H 9.260435 -0.492746 -8.304428 0.0 -0.1 0.1 0.066
N 2.504812 1.489615 -2.839873 0.3 0.2 -0.3 0.031
H 4.861817 1.412534 -0.222235 0.5 -0.6 -0.3 -0.071
H 3.241440 1.800363 -2.207743 -0.3 -0.1 0.2 0.028
O 4.665193 2.271146 0.136524 -2.8 -0.2 1.3 -0.555
H -6.791469 -5.789249 0.526989 0.1 0.0 0.0 0.090
H 1.504001 0.315770 3.907151 0.8 0.0 0.9 0.014
H 2.618911 1.333133 -6.333371 -0.1 0.1 -0.1 0.076
H -2.749360 8.901629 2.885280 0.0 0.0 0.0 0.084
H 0.936975 1.350852 -4.952316 0.1 0.0 0.0 0.060
H -1.304975 4.780364 -0.226211 0.0 0.0 0.1 0.071
H 2.264068 3.739717 0.607189 -0.4 0.5 0.3 -0.180
H -3.790842 -4.131391 3.079328 -0.1 0.0 0.0 0.050
N -5.157501 -6.107395 4.458730 0.0 -0.2 -0.1 0.045
H 7.173110 2.093406 -6.930052 0.0 -0.1 0.1 0.120
C 1.953208 2.657313 -3.524075 0.0 -0.2 -0.2 -0.431
C -1.393953 -4.404373 -0.697753 0.1 0.3 -0.1 -0.118
H 0.990427 -5.022212 0.734705 0.0 0.1 0.0 0.060
H -0.071741 -5.678820 1.988712 0.0 0.0 0.0 0.069
H -1.877454 -5.229852 -0.165233 0.0 -0.1 0.1 0.082
H 5.469227 -0.813290 -7.478229 0.0 0.1 0.0 0.087
C -1.815618 5.602567 0.275898 0.0 0.0 -0.2 -0.063
H -0.358872 -4.667007 -0.929185 0.0 -0.2 0.0 0.074
C -1.377181 -3.352559 1.443147 0.0 0.2 0.3 -0.198
C -3.448935 0.235006 4.821067 0.2 -0.2 0.2 -0.430
H 9.696361 2.134197 -7.144843 0.0 0.0 -0.1 0.133
O -2.639305 -2.081619 4.372453 -0.2 -0.1 0.0 -0.210
C -4.624399 -6.122967 3.091874 -0.3 0.2 -0.1 -0.421
H -1.055176 6.159275 0.821446 0.0 0.0 0.1 0.070
H 9.928647 0.769185 -9.029179 0.1 0.0 0.0 0.067
C -3.923143 6.130253 1.640697 -0.1 -0.2 0.1 -0.212
H -7.381652 -4.982731 2.010517 0.1 0.1 -0.1 0.075
N 0.464403 2.789301 3.472669 0.4 -1.0 -0.6 -0.243
C -4.569113 -4.693992 2.563423 0.1 0.1 0.0 -0.064
H -4.321681 1.104626 6.593995 0.1 0.0 0.0 0.071
H 2.988620 0.927268 -3.536157 -0.1 -0.1 0.0 0.067
H -0.751384 2.221960 0.963892 0.0 1.1 -0.5 -0.002
C 9.190512 0.571917 -5.798209 0.1 0.1 0.1 -0.070
H -5.090026 -7.041438 4.852586 0.1 0.0 0.1 0.070
C -7.351005 -5.923223 1.456458 -0.2 -0.1 0.2 -0.108
H -3.595020 -6.490761 3.139227 0.0 -0.1 0.0 0.136
H -4.338066 -4.676561 1.496146 0.0 0.0 0.0 0.081
H 7.009299 -1.099546 -6.671857 0.0 0.0 0.2 0.075
```
Positions in Å, forces in eV/Å.

E_HOMO	-4.63	eV
orbital gap	6.73	eV
LUMO level	2.099	eV
spin multiplicity	1
E	-2417.34662	hartree
net charge	-1

No. 2
A 3-piece molecular cluster, C6H14BrN2O2 overall. Source: the OMol25 dataset; level of theory: ωB97M-V/def2-TZVPD.

```
25
Properties=species:S:1:pos:R:3:forces:R:3:lowdin_charge:R:1
O -1.916960 -0.767960 4.408880 0.8 -0.7 -0.6 -0.009
C 0.041040 1.456040 -3.063120 2.4 -1.0 -3.1 -0.546
H 3.372040 1.620040 -2.657120 0.3 -0.6 -0.2 0.061
H 0.610040 -3.370960 3.270880 0.6 0.4 -0.3 0.080
H 0.162040 -1.232960 2.093880 0.4 0.0 -0.9 0.003
H -0.472960 -2.839960 4.445880 -0.7 0.0 2.1 0.050
H 2.834040 1.827040 -4.490120 -0.1 -1.5 1.7 0.093
C -1.192960 -0.640960 3.407880 -3.1 3.6 1.3 -0.582
H -2.054960 1.275040 2.735880 -3.1 2.0 1.4 0.015
C 2.563040 1.750040 -3.360120 -1.6 3.3 -2.2 -0.139
H -0.421960 1.172040 2.524880 -0.4 -0.8 -1.0 0.099
H -1.048960 -3.450960 2.915880 -0.6 -0.1 -0.1 0.083
N 1.357040 1.016040 -2.979120 1.6 -2.4 3.5 -0.054
C -0.319960 -2.841960 3.424880 0.9 0.1 -1.7 -0.050
H 2.338040 2.860040 -3.340120 0.0 -0.8 0.7 0.072
C -1.373960 0.591040 2.481880 3.5 -3.0 -0.3 0.006
H 1.676040 0.266040 -2.155120 -1.9 2.0 -2.3 -0.016
H -1.988960 0.832040 -3.061120 1.5 0.0 0.3 0.095
H -0.971960 -0.550960 -2.746120 0.8 1.7 1.0 0.100
N -0.314960 -1.466960 2.937880 1.2 -2.7 0.4 0.025
H -1.653960 0.024040 1.580880 0.5 1.2 -0.5 0.088
O -0.206960 2.297040 -3.936120 -0.4 0.5 1.2 -0.018
C -1.017960 0.567040 -2.496120 -2.6 -1.2 -3.4 -0.064
H -1.351960 0.814040 -1.557120 0.1 0.0 2.8 0.021
Br 1.356040 -1.203960 -0.388120 0.0 0.0 0.2 -0.410
```
Positions in Å, forces in eV/Å.

E_HOMO	-4.96	eV
orbital gap	8.32	eV
LUMO level	3.357	eV
energy relative to the best compared isomer or geometry (same formula, charge and spin)	181.1	kJ/mol
spin multiplicity	1
E	-3071.09810	hartree
net charge	-1

No. 3
A 3-piece molecular cluster, C13H34IO7P2S2 overall. Source: the OMol25 dataset; level of theory: ωB97M-V/def2-TZVPD.

```
59
Properties=species:S:1:pos:R:3:forces:R:3:lowdin_charge:R:1
C 3.729003 1.730163 6.973212 0.0 0.0 0.0 -0.213
H -1.375998 0.108864 -5.719343 0.0 0.0 0.0 0.092
H -3.675875 -6.758907 -3.648275 0.0 0.0 0.0 0.089
H 3.366970 2.760008 -1.081713 0.0 0.0 0.0 0.065
H -4.677780 -5.292498 -5.162811 0.0 0.0 0.0 0.131
H 3.172787 0.121277 4.697099 0.0 0.0 0.0 0.128
H -4.268791 -2.194846 -2.861544 0.0 0.0 0.0 0.128
C -2.652490 -1.264112 -3.858715 0.0 0.0 0.0 -0.225
O -2.665269 -5.272065 -4.687672 -0.1 0.1 0.1 -0.197
H -3.564727 -5.480956 -6.536617 0.0 0.0 0.0 0.130
I -0.788081 6.474029 0.325777 -0.1 0.1 0.0 0.586
C -3.570946 -2.450429 -3.662052 0.0 0.0 0.1 -0.186
H -0.418267 0.095007 -4.216555 0.0 0.0 0.0 0.056
O -4.379988 -2.734722 -4.786184 0.0 0.0 0.0 -0.122
H -2.744072 4.423592 -0.962664 0.0 0.1 0.0 -0.061
P -2.012824 3.246969 -0.755456 0.0 -0.2 -0.2 0.068
P 1.621487 4.317994 -1.351674 0.2 0.1 -0.3 0.734
O 3.071733 0.481231 7.027974 0.1 0.0 -0.1 -0.198
H -0.967203 1.816063 3.902305 0.0 0.0 0.0 0.095
H 4.147122 0.539202 3.274293 0.0 0.0 0.0 0.130
C -0.776169 -0.523511 -5.053204 0.1 0.0 0.0 -0.119
C 3.281279 2.500688 5.752825 0.0 0.0 0.1 -0.180
H 2.272500 2.077589 2.556054 0.0 0.0 0.0 0.108
H 3.592421 3.539075 5.876731 0.0 0.0 0.0 0.128
C 2.129053 1.146089 3.126031 0.0 0.0 -0.1 -0.211
H 4.816961 1.588360 6.933860 0.0 0.0 0.0 0.132
H 2.191472 2.466182 5.675850 0.0 0.0 0.0 0.123
S -0.208559 4.200142 0.113175 0.0 -0.1 0.4 -0.100
O 1.225759 3.476221 -2.654733 -0.3 0.0 0.0 -0.352
O 3.895423 2.069115 4.544624 0.0 0.0 0.0 -0.126
H 0.087002 -0.898573 -5.598996 0.0 0.0 0.0 0.092
O -1.505428 -1.631991 -4.597759 -0.1 0.0 -0.1 -0.185
H 1.895979 2.104757 -0.332436 0.0 -0.1 -0.1 0.052
H -2.510989 2.742522 0.451375 0.0 0.0 0.1 -0.031
H -2.768567 -3.097991 -6.054121 0.0 0.0 0.0 0.124
O 0.978780 1.261236 3.938811 0.1 0.1 0.0 -0.175
H -4.404468 -3.307579 -6.708646 0.0 0.0 0.0 0.129
H 2.822912 3.380100 0.491384 0.1 0.0 0.1 0.044
C -3.717398 -4.961887 -5.579722 0.0 0.0 0.0 -0.212
H -1.897994 -6.756593 -3.547951 0.0 0.0 0.0 0.088
H 3.609392 0.045010 8.988074 0.0 0.0 0.0 0.090
H -0.357115 1.177148 2.356874 0.0 0.0 0.0 0.086
H 3.495208 2.320494 7.870554 0.0 0.0 0.0 0.131
C -0.107783 1.792386 3.235459 0.0 0.0 -0.1 -0.128
C 3.648040 -0.385562 7.981198 0.0 0.0 0.1 -0.104
C 3.369775 0.896073 3.953147 0.0 -0.1 0.0 -0.181
C -3.771030 -3.473943 -5.836038 0.0 0.0 0.0 -0.179
H 0.111533 2.815669 2.895116 0.0 0.0 0.0 0.059
H -3.201515 -0.468526 -4.382090 0.0 0.0 0.0 0.129
S -1.681608 2.034383 -2.172282 0.0 0.0 0.0 0.268
H 1.995414 0.319779 2.411657 0.0 0.0 0.0 0.131
H -2.988773 -3.322347 -3.353840 0.0 0.0 0.0 0.126
H -2.348041 -0.884769 -2.870436 0.0 0.0 0.0 0.096
H 4.693307 -0.605601 7.737527 0.0 0.0 0.0 0.090
H 3.074334 -1.309315 7.969989 0.0 0.0 0.0 0.089
C -2.747718 -6.594801 -4.207612 0.0 -0.1 0.0 -0.109
H 0.672416 3.923270 -3.318543 0.3 0.0 0.2 0.078
C 2.492015 3.003267 -0.474988 0.0 0.0 0.0 -0.316
H -2.704612 -7.322433 -5.026304 0.0 0.0 0.0 0.089
```
Positions in Å, forces in eV/Å.

E_HOMO	-10.88	eV
orbital gap	5.55	eV
LUMO level	-5.330	eV
energy relative to the best compared isomer or geometry (same formula, charge and spin)	0.0	kJ/mol
spin multiplicity	1
E	-2818.81079	hartree
net charge	+1

The lowest LUMO level belongs to which entry?
C13H34IO7P2S2

Look up the orbital gap of the third one.
5.55 eV

Which value of LUMO level does entry 3 give?
-5.330 eV